# C4H5LiO2Tm

C4H5LiO2Tm as an isolated structure at a distorted geometry (wB97M-V/def2-TZVPD, the Open Molecules 2025 dataset).

Structure (XYZ):
```
13
Properties=species:S:1:pos:R:3:forces:R:3
C -1.32336 -0.50451 -0.80928 1.140 0.288 0.305
C -0.56562 -0.75030 0.46137 0.777 0.843 1.816
C 0.70596 -0.37902 0.78805 -1.343 -1.145 -0.066
C 1.43832 0.62022 0.08173 2.079 0.564 -0.737
O 2.62139 0.89942 0.35450 -1.245 0.021 -0.336
O -2.61809 -0.18452 -0.58965 1.455 -0.685 -0.889
Li -3.93865 0.20958 0.41474 -1.176 0.227 0.549
Tm 4.62479 2.35621 -0.16575 -0.203 -0.221 0.098
H -0.79149 0.19382 -1.48467 -0.610 -0.458 -0.217
H -1.17430 -1.19672 1.25596 0.395 -0.630 -0.436
H 1.21817 -0.85967 1.62432 -0.383 0.420 0.114
H 0.93785 1.16805 -0.73368 0.070 0.018 0.188
H -1.13496 -1.57257 -1.19765 -0.957 0.757 -0.389
```
Forces are in eV/Å.

## Properties
Max |F|: 2.3 eV/Å
Orbital gap (alpha / beta): 4.18 / 3.08 eV
Relative energy (zero: lowest compared OMol25 entry of this formula, charge and spin): 99.9 kJ/mol
Total energy: -1397.8800 Eh
Charge: +2
2S+1: 4